The following is a quantum chemistry calculation of a gas-phase ion, C13H23BFN2O2S (charge +1), from the Open Molecules 2025 dataset.

The geometry in ORCA input format:
```
! RIJCOSX wB97M-V def2-TZVPD def2/J DEFGRID3
* xyz 1 1
C -4.5381 1.7075 2.8859
C -5.2085 0.5884 2.0803
S -4.0859 -0.4381 1.1061
C -3.5365 0.7866 -0.1216
C -2.2198 0.2893 -0.6163
C -2.0847 -0.7622 -1.5004
C -0.8293 -1.1970 -1.8752
C 0.3338 -0.5914 -1.3767
C 1.6848 -1.1155 -1.7774
C 2.0375 -2.4583 -1.0594
O 2.3147 -3.4475 -2.0388
C 3.1816 -2.3161 -0.0534
N 2.6738 -2.1891 1.3168
C 0.1997 0.4668 -0.4988
B 1.4366 1.2778 0.1547
O 1.6339 1.1738 1.4918
C 2.4059 2.1500 -0.6924
C 3.8889 1.8092 -0.4419
N -1.0631 0.8182 -0.1929
F -1.1648 1.8571 0.6811
H -4.8430 1.6444 3.9302
H -3.4518 1.6443 2.8503
H -4.8638 2.6877 2.5374
H -5.9853 0.9683 1.4182
H -5.6886 -0.1378 2.7374
H -3.4549 1.7709 0.3314
H -4.2204 0.8445 -0.9684
H -2.9892 -1.2198 -1.8800
H -0.7366 -2.0250 -2.5686
H 1.6397 -1.3511 -2.8405
H 2.4625 -0.3727 -1.6077
H 1.1561 -2.8339 -0.5349
H 3.2069 -3.3152 -2.3796
H 3.8245 -1.4748 -0.3333
H 3.7816 -3.2248 -0.1229
H 3.2688 -1.5934 1.8777
H 1.7568 -1.7599 1.3242
H 0.8761 0.8593 1.9964
H 2.2320 3.1830 -0.3653
H 2.1771 2.1295 -1.7603
H 4.0745 1.6473 0.6208
H 4.1799 0.8990 -0.9687
H 4.5369 2.6207 -0.7654
*
```

Summary:
molecular weight = 301.2 g mol⁻¹
gap between HOMO and LUMO = 7.90 eV
structure (SMILES) = CCSCc1ccc(C[C@@H](O)CN)c(B(O)CC)[n+]1F
LUMO level = -4.30 eV
energy = -1291.79154 a.u.

Löwdin population analysis, charges in e, atoms 1 to 4: -0.15 -0.53 0.91 -0.38

The following is a quantum chemistry calculation of 2 unconnected molecules or ions with the total composition C13H23IN2O12P2S in a non-equilibrium geometry, from the Open Molecules 2025 dataset.

The geometry in ORCA input format:
```
! RIJCOSX wB97M-V def2-TZVPD def2/J DEFGRID3
* xyz -2 1
C -1.1954 -2.4392 0.6967
C -0.1555 -2.8440 -0.3474
C 0.3131 -1.6870 -1.2383
I 2.1065 -2.2188 -2.3318
C 0.4956 -0.3618 -0.5576
C 1.5207 0.1676 0.1941
C 2.8116 -0.4046 0.6571
C 2.6663 -1.7959 1.3332
C 3.3438 -1.8695 2.7100
C 2.5138 -2.8677 3.5672
C 4.7578 -2.4760 2.5658
N 1.1624 1.4325 0.5170
C 2.0154 2.3788 1.3711
O 2.1394 2.0398 2.5471
O 2.4356 3.3475 0.7384
C -0.0421 1.7270 0.0204
P -0.9321 3.3221 0.2042
O -0.9171 4.0672 -1.0343
O -2.3804 2.9212 0.7378
O -0.2264 4.1771 1.3492
N -0.4746 0.6291 -0.6192
C -1.7740 0.4067 -1.2991
P -2.3191 1.4097 -2.7614
O -2.8951 0.4149 -3.6651
O -3.3616 2.3788 -2.1713
O -1.0901 2.1650 -3.4959
H -1.9627 -1.8025 0.2698
H -1.6695 -3.3529 1.0497
H -0.7415 -1.9965 1.5803
H 0.6895 -3.3427 0.1136
H -0.6151 -3.5783 -1.0074
H -0.4175 -1.5629 -2.0249
H 3.5263 -0.4283 -0.1622
H 3.2495 0.2499 1.4063
H 1.6060 -1.9366 1.5023
H 3.0727 -2.5472 0.6625
H 3.3290 -0.9264 3.2483
H 1.8046 -2.3687 4.2224
H 3.2047 -3.4086 4.2171
H 2.0426 -3.6237 2.9444
H 5.1994 -2.1420 1.6306
H 5.3627 -2.1934 3.4246
H 4.6584 -3.5583 2.5749
H -2.2775 2.4350 1.5682
H -0.1853 3.6614 2.1710
H -2.5389 0.5809 -0.5439
H -1.8823 -0.6132 -1.6216
H -3.7872 3.0106 -2.8593
H -0.2587 1.8146 -3.1579
O -7.4746 3.2992 -3.3420
S -6.4005 2.7076 -4.1856
O -6.6503 3.0023 -5.6191
O -6.3148 1.2461 -3.9575
O -5.0873 3.3541 -3.7922
*
```

Summary:
molecular weight = 620.2 g mol⁻¹
gap between HOMO and LUMO = 2.63 eV
LUMO level = 2.70 eV
energy = -2900.36077 a.u.

Löwdin population analysis, charges in e, atoms 1 to 4: -0.08 -0.30 -0.63 0.90

The following is a quantum chemistry calculation of a molecular structure, C13H23MgN2O3P in a non-equilibrium geometry, from the Open Molecules 2025 dataset.

The geometry in ORCA input format:
```
! RIJCOSX wB97M-V def2-TZVPD def2/J DEFGRID3
* xyz 0 1
C 4.1745 -2.0842 -0.2708
C 4.0907 -0.6926 -0.1922
C 2.8413 -0.0427 0.0769
C 1.7105 -0.8335 0.3629
C 1.7995 -2.2113 0.1138
C 3.0102 -2.8502 -0.2302
C 2.9305 1.4536 0.2013
C 2.6041 2.4499 -0.9759
N 1.7247 2.1776 -2.0801
Mg -0.2559 -0.7185 1.4900
C 0.5753 -3.1178 0.1306
P -0.8125 -2.4776 -0.8861
H 5.0217 -0.0943 -0.2672
H 3.0360 -3.9447 -0.3210
H 5.1413 -2.5679 -0.4620
H 0.1855 -3.1787 1.1694
H 0.7869 -4.1332 -0.2360
H 2.3625 1.7578 1.0917
H 3.9876 1.6826 0.4270
H 2.1720 3.3384 -0.4910
C -2.1791 -3.6631 -0.8984
C -0.2091 -2.1895 -2.5712
H 3.5577 2.7657 -1.4405
C 1.9370 1.0394 -2.9323
C 0.4104 2.7945 -2.0769
H -1.1753 -0.5374 -0.7750
H 2.4411 1.3790 -3.8499
H 2.5341 0.2533 -2.4511
H 0.9707 0.5956 -3.2036
H 0.4110 3.6323 -2.8038
H -0.3712 2.0682 -2.3585
H 0.1699 3.1758 -1.0679
H -0.3546 -3.0550 -3.2232
H -0.7897 -1.3483 -2.9776
H 0.8445 -1.8941 -2.5824
H -1.8921 -4.6319 -1.3359
H -2.5300 -3.8153 0.1361
H -3.0113 -3.2301 -1.4761
H -1.9592 0.5368 -0.1300
O -1.4794 1.8358 2.6254
N -1.8831 0.7099 2.2920
O -3.0786 0.3905 2.1222
O -1.0468 0.2417 -0.1633
*
```

Summary:
relative energy (zero: lowest compared OMol25 entry of this formula, charge and spin) = 0.0000 eV
molecular weight = 310.6 g mol⁻¹
gap between HOMO and LUMO = 6.57 eV
LUMO level = -0.84 eV
energy = -1385.67253 a.u.

Löwdin population analysis, charges in e, atoms 1 to 4: -0.09 -0.05 -0.27 -0.10

The following is a quantum chemistry calculation of a molecular structure, C13H23N2O3PZr in a non-equilibrium geometry, from the Open Molecules 2025 dataset.

The geometry in ORCA input format:
```
! RIJCOSX wB97M-V def2-TZVPD def2/J DEFGRID3
* xyz 2 1
C -2.4379 -3.7301 -2.1464
C -1.8267 -2.8119 -2.9962
C -1.1325 -1.7092 -2.4256
C -1.0079 -1.6228 -1.0434
C -1.6903 -2.4901 -0.1939
C -2.3822 -3.5992 -0.7567
C -0.5534 -0.6402 -3.3209
C -0.6803 0.8433 -2.8403
N -1.8965 1.4844 -3.3209
Zr 0.2220 0.1721 -0.3032
C -1.7524 -2.1760 1.2896
P -1.7826 -0.3135 1.4795
H -1.8783 -2.8791 -4.0865
H -2.8858 -4.2822 -0.0736
H -2.9870 -4.5779 -2.5832
H -0.8518 -2.5106 1.8315
H -2.6342 -2.5854 1.7989
H 0.5191 -0.8297 -3.5160
H -1.0246 -0.6867 -4.3087
H -0.7521 1.1113 -1.7232
C -1.8048 0.0152 3.2750
C -3.5213 0.0150 0.9707
H 0.1715 1.4118 -3.2507
C -3.1188 0.9894 -2.7178
C -1.7924 2.9321 -3.2872
H 0.9149 1.3245 1.0293
H -3.9454 1.5228 -3.2020
H -3.2267 -0.0947 -2.8596
H -3.2023 1.1967 -1.6302
H -2.6887 3.3467 -3.7595
H -1.7118 3.3483 -2.2635
H -0.8990 3.2348 -3.8491
H -4.2503 -0.4782 1.6312
H -3.6834 1.1017 0.9814
H -3.6988 -0.3333 -0.0557
H -2.6143 -0.5117 3.7974
H -0.8295 -0.2740 3.6861
H -1.9127 1.1007 3.4061
H 0.2351 1.8589 0.6957
O 4.0177 1.1752 0.9735
N 3.2930 0.5785 1.7396
O 3.4328 0.1371 2.8311
O 1.6825 -0.2884 0.8160
*
```

Summary:
molecular weight = 377.5 g mol⁻¹
gap between HOMO and LUMO (alpha / beta) = 4.44 / 4.44 eV
LUMO level (alpha / beta) = -10.44 / -10.44 eV
energy = -1231.91490 a.u.

Löwdin population analysis, charges in e, atoms 1 to 4: -0.03 -0.01 -0.28 -0.22

The following is a quantum chemistry calculation of C13H23N5O5 in the gas phase in a non-equilibrium geometry, from the Open Molecules 2025 dataset.

The geometry in ORCA input format:
```
! RIJCOSX wB97M-V def2-TZVPD def2/J DEFGRID3
* xyz 0 1
O 2.4083 -0.1176 -3.0268
O 1.6538 4.6379 1.8258
O 2.5246 -3.3679 1.1871
O -0.9846 0.0060 2.1365
O -1.3123 -1.0206 -1.3436
C 1.7889 -0.9977 -3.6055
C 0.5119 4.4462 2.2057
C 1.4439 -2.8918 1.3310
C -1.4610 0.5775 1.1550
C -0.0934 -0.8666 -1.1383
N -0.0411 5.2244 3.0862
N 1.2488 -1.9519 2.2476
N -2.7935 0.7228 0.9443
N 0.4244 0.1930 -0.4845
N 1.1186 -1.9453 -2.9575
C 1.6915 -1.0051 -5.1110
C -3.8707 0.1025 1.7111
C -0.3613 3.3404 1.5875
C 0.2436 -3.3133 0.5236
C 0.4016 2.3092 0.7421
C 0.4712 -3.3314 -0.9762
C -0.4784 1.1982 0.1181
C 0.9602 -1.9369 -1.5104
H -0.9957 5.0525 3.3418
H 0.5482 5.9152 3.5214
H 2.0123 -1.7296 2.8253
H 0.3634 -1.4240 2.2906
H -3.0265 1.1263 0.0597
H 1.4020 0.2987 -0.4020
H 0.5149 -2.5308 -3.5426
H 0.8429 -1.5944 -5.4040
H 2.5634 -1.5020 -5.5626
H 1.6307 0.0274 -5.4631
H -4.3018 0.8365 2.3850
H -3.4272 -0.7495 2.1921
H -4.6743 -0.2422 1.1218
H -1.1569 3.7823 0.9802
H -0.8250 2.8301 2.4573
H -0.6139 -2.6289 0.6779
H -0.0667 -4.2910 0.8553
H 1.1009 1.8121 1.3921
H 1.0114 2.7847 -0.0188
H 1.2139 -4.1050 -1.1832
H -0.5141 -3.6316 -1.4478
H -1.0015 1.6467 -0.7158
H 1.9049 -1.6952 -1.0085
*
```

Summary:
relative energy (zero: lowest compared OMol25 entry of this formula, charge and spin) = 0.0000 eV
molecular weight = 329.4 g mol⁻¹
gap between HOMO and LUMO = 9.90 eV
structure (SMILES) = CNC(=O)[C@@H](CCC(N)=O)NC(=O)[C@@H](CCC(N)=O)NC(C)=O
LUMO level = 0.46 eV
energy = -1159.26122 a.u.

Löwdin population analysis, charges in e, atoms 1 to 4: 0.05 0.05 0.07 0.03